{"formula": "C60H120N12", "method": "ωB97M-V/def2-TZVPD", "symbols": ["C", "C", "C", "N", "C", "H", "H", "H", "H", "H", "C", "C", "C", "N", "C", "H", "H", "H", "H", "H", "C", "C", "C", "N", "C", "H", "H", "H", "H", "H", "C", "C", "C", "N", "C", "H", "H", "H", "H", "H", "C", "C", "C", "N", "C", "H", "H", "H", "H", "H", "C", "C", "C", "N", "C", "H", "H", "H", "H", "H", "C", "C", "N", "C", "C", "C", "C", "H", "H", "H", "H", "H", "H", "H", "H", "H", "H", "H", "H", "H", "H", "H", "C", "C", "N", "C", "C", "C", "C", "H", "H", "H", "H", "H", "H", "H", "H", "H", "H", "H", "H", "H", "H", "H", "C", "C", "N", "C", "C", "C", "C", "H", "H", "H", "H", "H", "H", "H", "H", "H", "H", "H", "H", "H", "H", "H", "C", "C", "N", "C", "C", "C", "C", "H", "H", "H", "H", "H", "H", "H", "H", "H", "H", "H", "H", "H", "H", "H", "C", "C", "N", "C", "C", "C", "C", "H", "H", "H", "H", "H", "H", "H", "H", "H", "H", "H", "H", "H", "H", "H", "C", "C", "N", "C", "C", "C", "C", "H", "H", "H", "H", "H", "H", "H", "H", "H", "H", "H", "H", "H", "H", "H"], "xyz": [[-2.06833, -6.58447, -1.58397], [-2.68829, -6.55465, -2.80532], [-3.82247, -5.70159, -2.64776], [-3.83012, -5.19051, -1.38732], [-2.74240, -5.79419, -0.72110], [-1.20417, -7.21821, -1.44979], [-2.39290, -7.09057, -3.69523], [-4.50816, -5.31756, -3.38853], [-4.47808, -4.48051, -1.07723], [-2.58381, -5.49081, 0.30321], [4.01548, 1.60560, -1.33558], [4.21607, 0.37381, -0.72288], [4.65943, -0.50543, -1.67751], [4.84169, 0.18431, -2.82819], [4.53195, 1.47321, -2.57139], [3.58660, 2.43738, -0.79650], [3.92379, 0.09721, 0.27935], [4.85053, -1.56835, -1.66833], [5.25743, -0.27254, -3.62728], [4.83968, 2.22212, -3.28613], [1.94958, -0.96127, 6.16219], [0.66849, -1.50375, 5.88982], [-0.22657, -1.23676, 6.95246], [0.49809, -0.47378, 7.84636], [1.81277, -0.36396, 7.39573], [2.79257, -1.23633, 5.54566], [0.30598, -2.02161, 5.01414], [-1.28380, -1.43065, 7.05772], [0.14007, -0.03496, 8.68264], [2.54180, 0.11118, 8.03538], [3.94778, -3.59243, -5.52154], [3.09772, -2.72094, -4.83415], [3.47353, -1.43653, -5.11366], [4.54412, -1.45652, -6.00106], [4.83733, -2.80149, -6.26937], [3.93447, -4.66791, -5.42370], [2.24675, -3.00332, -4.23205], [2.96697, -0.57946, -4.69504], [5.02523, -0.70858, -6.47983], [5.62813, -3.09178, -6.94522], [-3.30024, -1.66570, -4.20994], [-2.60975, -0.64616, -4.84963], [-1.93279, -1.23376, -5.88497], [-2.11559, -2.56752, -5.76450], [-2.95432, -2.85661, -4.71418], [-3.97354, -1.57614, -3.37027], [-2.77573, 0.38682, -4.58168], [-1.37548, -0.87027, -6.73566], [-1.83451, -3.26280, -6.44102], [-3.17012, -3.87661, -4.43235], [-3.52128, -2.71061, 3.80728], [-4.26044, -3.22042, 2.74977], [-3.50242, -2.89624, 1.58899], [-2.39204, -2.18782, 1.90033], [-2.42090, -1.98290, 3.25936], [-3.80966, -2.73993, 4.84765], [-5.23146, -3.67322, 2.88573], [-3.71326, -3.14438, 0.55924], [-1.65820, -1.94795, 1.24914], [-1.76427, -1.27823, 3.74791], [0.22143, 3.32329, -0.04902], [0.73946, 4.65723, 0.47268], [-0.24414, 5.40154, 1.26289], [-1.23380, 5.99485, 0.31107], [-2.47842, 6.50015, 1.14369], [0.45793, 6.51202, 1.91532], [1.45561, 5.96077, 2.87646], [-0.70892, 3.33154, -0.61690], [-0.03950, 2.59819, 0.72185], [1.02199, 2.98323, -0.70595], [1.64749, 4.37329, 1.00463], [1.01714, 5.22748, -0.41378], [-0.82571, 6.83336, -0.25326], [-1.56409, 5.23601, -0.39828], [-2.22774, 7.46294, 1.58901], [-3.34412, 6.58708, 0.48710], [-2.72090, 5.77096, 1.91672], [-0.22883, 7.11325, 2.51113], [0.99766, 7.20754, 1.27263], [0.99588, 5.14162, 3.42939], [1.71921, 6.72976, 3.60259], [2.41651, 5.71096, 2.42659], [0.61189, 1.62912, -3.58627], [1.33967, 2.86800, -4.07163], [0.57987, 3.82256, -4.94868], [-0.43883, 4.61572, -4.22160], [0.27438, 5.74118, -3.46779], [-0.05082, 3.07041, -6.12635], [-0.39976, 4.02943, -7.20241], [0.06600, 1.13713, -4.39128], [-0.01017, 2.00223, -2.77268], [1.25985, 0.85099, -3.18284], [1.72888, 3.39411, -3.19995], [2.23219, 2.59048, -4.63243], [-1.05488, 4.02340, -3.54503], [-1.13766, 5.05875, -4.93115], [0.95932, 6.24622, -4.14889], [0.89626, 5.22674, -2.73518], [-0.38913, 6.49955, -3.05218], [0.57722, 2.28803, -6.55245], [-0.95436, 2.57198, -5.77524], [0.16873, 4.95314, -7.09433], [-0.24134, 3.61981, -8.20002], [-1.45520, 4.27438, -7.08351], [-0.92213, -5.56162, 3.45775], [-0.82712, -5.22004, 4.91864], [0.46996, -5.53642, 5.52982], [0.59572, -5.04999, 6.91646], [2.00418, -5.20272, 7.62280], [0.92387, -6.91531, 5.38356], [-0.00452, -8.03608, 5.76748], [-1.86067, -5.21796, 3.02284], [-0.88660, -6.64328, 3.32790], [-0.19133, -5.08472, 2.80461], [-0.99369, -4.15522, 5.08144], [-1.69478, -5.75785, 5.30076], [0.39243, -3.98263, 6.82977], [-0.09473, -5.55723, 7.59032], [2.26891, -6.23101, 7.86906], [2.78774, -4.77714, 6.99590], [2.03933, -4.67019, 8.57321], [1.83005, -7.11626, 5.95501], [1.26660, -7.15146, 4.37615], [-0.84085, -7.94954, 5.07382], [-0.32812, -7.85248, 6.79201], [0.48944, -9.00633, 5.71535], [2.79456, 2.69400, 3.38897], [3.32382, 1.56841, 4.27690], [4.70171, 1.75621, 4.76117], [5.58838, 1.27797, 3.63931], [6.99500, 1.97297, 3.77572], [4.98727, 1.03178, 6.06364], [4.70445, 1.98169, 7.23652], [1.79845, 2.48783, 2.99736], [3.49586, 2.94083, 2.59188], [2.74707, 3.60192, 3.99025], [2.58520, 1.62725, 5.07632], [3.19091, 0.58494, 3.82609], [5.70727, 0.19483, 3.66741], [5.25082, 1.49308, 2.62547], [7.65259, 1.36478, 3.15462], [7.01991, 2.95058, 3.29429], [7.27810, 2.11470, 4.81873], [6.04186, 0.75724, 6.03968], [4.44478, 0.10775, 6.26358], [3.68510, 2.36303, 7.17645], [5.50472, 2.72072, 7.19793], [4.80487, 1.41367, 8.16139], [-6.47960, 0.69671, -2.95854], [-5.11578, 1.43542, -2.89943], [-5.07637, 2.53272, -3.92798], [-3.79153, 3.28228, -3.80857], [-3.67589, 4.03285, -2.44090], [-5.38019, 2.07105, -5.29087], [-5.46598, 3.13447, -6.35666], [-6.53631, -0.03087, -2.14890], [-6.53706, 0.15972, -3.90534], [-7.29758, 1.41708, -2.94982], [-5.01991, 1.91425, -1.92493], [-4.25712, 0.77565, -3.02391], [-2.89750, 2.71585, -4.06927], [-3.81171, 3.97419, -4.65056], [-4.68183, 4.41924, -2.27694], [-3.45901, 3.31433, -1.65046], [-2.92793, 4.82522, -2.41268], [-6.41288, 1.74212, -5.17487], [-4.72913, 1.23753, -5.55447], [-6.11669, 3.97462, -6.11412], [-5.91355, 2.71254, -7.25652], [-4.44649, 3.47122, -6.54464], [1.00362, -0.99578, 1.54858], [0.64737, -1.98337, 0.46389], [-0.60311, -1.59278, -0.18791], [-0.47970, -0.23625, -0.76541], [-1.85076, 0.39727, -1.16884], [-1.11743, -2.61619, -1.09029], [-0.24531, -2.96235, -2.36589], [1.54757, -0.10401, 1.23719], [1.53702, -1.41815, 2.40015], [0.08840, -0.56314, 1.95269], [1.55164, -2.10215, -0.13301], [0.51156, -2.97056, 0.90560], [0.05957, -0.45526, -1.68700], [0.26748, 0.45100, -0.36853], [-1.77762, 1.44997, -1.44196], [-2.59090, 0.28541, -0.37652], [-2.31708, -0.16252, -1.97957], [-1.28722, -3.55516, -0.56339], [-2.13688, -2.43713, -1.43200], [-0.05166, -2.11357, -3.02176], [0.71575, -3.40922, -2.11138], [-0.79475, -3.67869, -2.97670]], "forces_ev_per_a": [[1.219, -0.915, 0.567], [-3.061, 1.510, -1.254], [1.311, -0.489, -1.251], [1.555, -1.586, -0.305], [-1.340, 1.950, 1.292], [0.042, 0.276, 0.657], [-0.176, 0.097, 0.034], [-0.111, -0.259, 0.051], [0.298, -0.352, 0.263], [0.189, -0.315, 0.001], [0.194, 0.575, 1.294], [-0.908, -1.864, 0.715], [0.130, -0.868, 0.499], [0.607, -0.731, 0.648], [0.287, 1.750, -2.611], [0.316, 0.342, -0.458], [0.038, 0.008, 0.000], [-0.049, 0.088, 0.230], [-0.134, 0.648, -0.051], [-0.521, 0.103, -0.110], [-1.331, -0.887, 0.609], [-2.169, -0.129, 0.807], [1.897, 0.764, -1.292], [0.741, -0.526, -0.595], [-0.179, 0.394, 0.495], [0.199, 0.596, 0.328], [0.407, -0.158, -0.110], [0.164, 0.021, 0.039], [0.175, -0.225, -0.198], [-0.032, 0.056, -0.123], [1.405, 0.472, -1.105], [-0.204, 0.348, 0.142], [-0.292, 0.196, -0.221], [-0.273, -1.621, 0.237], [-1.008, -0.147, 1.019], [0.111, 0.071, -0.325], [0.150, 0.103, 0.143], [0.453, 0.372, -0.437], [-0.420, 0.048, 0.337], [-0.046, 0.154, 0.112], [-1.132, -0.066, 2.453], [-0.408, 1.111, -0.587], [0.458, 0.315, -0.299], [-0.053, -1.500, -0.371], [0.630, -0.909, -1.269], [0.045, 0.254, 0.088], [0.466, 0.074, -0.400], [0.052, 0.259, 0.280], [0.170, 0.288, 0.167], [-0.063, 0.205, -0.082], [1.612, 2.060, -0.128], [1.253, 0.356, -1.572], [-1.587, -1.102, 0.072], [-1.662, -0.387, 2.189], [-0.787, -1.091, 0.813], [0.123, 0.138, -0.012], [0.167, -0.243, -0.549], [0.071, 0.033, 0.038], [0.333, 0.631, -0.643], [0.256, -0.321, -0.026], [-0.344, -0.143, -0.133], [-0.813, -0.973, -0.424], [0.370, 1.185, -1.370], [-1.270, -0.332, 1.729], [1.011, -0.453, -0.954], [-0.161, -0.237, 0.812], [0.736, 0.379, 1.097], [0.056, 0.572, -0.381], [0.616, -0.030, 0.333], [-0.129, -0.642, -0.032], [-0.133, 0.536, 0.341], [0.370, 0.400, -0.124], [0.312, 0.087, -0.139], [0.072, -0.028, 0.094], [-0.321, -0.043, 0.070], [-0.004, 0.255, 0.027], [0.107, 0.065, 0.023], [-0.362, -0.086, -0.270], [-0.199, 0.077, -0.798], [0.336, -0.193, -0.073], [-0.067, 0.102, 0.177], [-0.189, -0.465, -0.034], [-0.184, 0.316, 0.066], [0.404, 0.431, -0.805], [-0.379, -1.722, -0.436], [0.523, 0.374, -0.400], [0.232, -0.587, -0.401], [0.610, 0.329, 1.772], [-0.769, 0.847, -0.556], [-0.388, 0.130, 0.175], [-0.565, -0.654, -0.097], [0.363, 0.282, 0.163], [-0.064, 0.233, -0.024], [0.045, -0.044, -0.215], [0.010, -0.265, 0.210], [0.069, -0.095, -0.250], [-0.042, 0.002, -0.099], [-0.066, 0.589, 0.473], [-0.044, -0.292, 0.330], [0.563, 0.057, 0.606], [-0.182, -0.265, 0.033], [0.099, -0.050, -0.131], [-0.071, 0.042, 0.011], [-0.057, 0.299, -0.431], [0.166, 0.169, -1.033], [0.382, 0.170, 0.013], [0.619, -0.697, 0.372], [1.007, -0.049, 0.148], [-0.622, 0.135, -0.944], [1.167, -0.683, -0.358], [-0.724, 0.710, 0.209], [-0.360, -0.031, 0.364], [0.131, -0.010, -0.219], [0.513, -0.114, 0.244], [-0.101, 0.026, -0.014], [-0.095, -0.094, 1.011], [-0.253, -0.056, 0.480], [-0.584, 0.157, 0.113], [-0.117, -0.089, -0.212], [0.060, -0.070, -0.084], [-0.370, 0.197, -0.063], [0.159, 0.762, 0.180], [-0.152, 0.545, -0.441], [-0.372, -0.673, 0.307], [-0.362, -0.313, 0.050], [-0.117, 0.049, -0.155], [1.029, 0.322, 0.005], [-0.913, 0.563, 0.676], [-0.349, -1.187, -1.007], [1.425, 1.242, 1.510], [-1.123, -0.609, -0.890], [-0.188, 1.061, -0.712], [0.716, -0.850, -0.512], [0.071, -0.129, -0.077], [-0.138, -0.126, -0.385], [-0.125, -0.006, 0.068], [0.396, -0.514, 0.649], [0.006, -0.234, -0.266], [0.026, -0.294, 0.205], [-0.664, 0.294, 0.296], [0.621, -0.062, 0.554], [-0.388, 0.140, 0.152], [0.296, -0.383, -0.178], [0.046, 0.079, 0.110], [-0.309, -0.188, -0.707], [0.216, 0.349, -0.032], [-0.540, 0.501, 0.243], [-0.012, 0.067, 0.190], [1.238, 0.040, -0.361], [-1.196, 0.948, -0.921], [1.282, 0.252, 1.097], [-0.800, 0.575, -0.343], [-0.499, -0.989, -1.024], [-1.286, 0.075, 1.334], [0.663, 0.078, -0.107], [-0.233, 0.131, 0.057], [-0.126, -0.216, 0.133], [0.014, -0.052, 0.301], [0.019, -0.032, -0.031], [0.010, -0.382, -0.026], [0.267, -0.769, 0.449], [-0.094, 0.578, 0.307], [0.125, 0.309, 0.268], [0.103, 0.109, 0.110], [-0.083, -0.040, -0.215], [0.135, -0.658, -0.280], [0.035, -0.185, -0.458], [0.204, 0.033, 0.461], [0.354, -0.179, -0.121], [-0.183, 0.396, -0.552], [-0.376, 0.836, 0.970], [0.301, -0.233, 0.590], [0.446, 0.467, 0.799], [-0.528, -0.617, -2.532], [0.365, -0.749, 0.684], [0.611, -0.617, -1.539], [-0.561, 0.177, 0.618], [0.314, -0.236, -0.352], [0.112, -0.244, -0.170], [-0.239, -0.128, 0.246], [-0.121, 0.088, -0.941], [-0.279, -0.110, 0.116], [-0.095, 0.339, -0.747], [-0.654, -0.211, 1.208], [0.099, -0.119, -0.024], [0.155, 0.261, 0.448], [0.361, 0.096, -0.338], [0.540, 0.004, 0.478], [0.003, 0.825, -0.076], [-0.105, 0.224, 0.125], [-0.002, -0.002, 0.184], [-0.055, -0.123, 0.115]], "lowdin_charge": [-0.15, -0.11, -0.15, 0.04, -0.14, 0.10, 0.09, 0.10, 0.14, 0.09, -0.12, -0.12, -0.14, 0.02, -0.17, 0.09, 0.08, 0.11, 0.13, 0.11, -0.11, -0.13, -0.11, 0.01, -0.13, 0.09, 0.07, 0.11, 0.14, 0.10, -0.11, -0.12, -0.16, 0.01, -0.11, 0.09, 0.09, 0.10, 0.14, 0.10, -0.15, -0.12, -0.13, 0.01, -0.13, 0.10, 0.07, 0.11, 0.15, 0.09, -0.13, -0.11, -0.16, 0.05, -0.12, 0.09, 0.09, 0.07, 0.07, 0.09, -0.08, -0.26, -0.15, -0.23, -0.07, -0.29, -0.12, 0.05, 0.07, 0.06, 0.09, 0.10, 0.11, 0.08, 0.06, 0.06, 0.07, 0.11, 0.12, 0.08, 0.08, 0.07, -0.08, -0.24, -0.14, -0.26, -0.07, -0.25, -0.11, 0.06, 0.05, 0.06, 0.09, 0.10, 0.08, 0.11, 0.08, 0.04, 0.07, 0.11, 0.09, 0.08, 0.07, 0.06, -0.09, -0.26, -0.16, -0.22, -0.08, -0.29, -0.09, 0.06, 0.06, 0.07, 0.09, 0.11, 0.08, 0.10, 0.05, 0.07, 0.06, 0.09, 0.11, 0.06, 0.07, 0.08, -0.09, -0.28, -0.15, -0.23, -0.08, -0.24, -0.09, 0.07, 0.06, 0.06, 0.10, 0.10, 0.10, 0.09, 0.06, 0.06, 0.06, 0.10, 0.08, 0.07, 0.07, 0.06, -0.08, -0.22, -0.17, -0.24, -0.07, -0.27, -0.09, 0.07, 0.06, 0.08, 0.10, 0.07, 0.08, 0.09, 0.08, 0.05, 0.05, 0.10, 0.11, 0.08, 0.08, 0.06, -0.09, -0.25, -0.21, -0.20, -0.05, -0.22, -0.06, 0.05, 0.07, 0.07, 0.11, 0.11, 0.08, 0.09, 0.04, 0.08, 0.04, 0.09, 0.09, 0.05, 0.06, 0.06], "relative_energy_ev": 0.6516, "smiles": "c1cc[nH]c1.c1cc[nH]c1.c1cc[nH]c1.c1cc[nH]c1.c1cc[nH]c1.c1cc[nH]c1.CCN(CC)CC.CCN(CC)CC.CCN(CC)CC.CCN(CC)CC.CCN(CC)CC.CCN(CC)CC", "homo_lumo_gap_ev": 8.1, "energy_ha": -3014.96449, "homo_energy_ev": -7.7, "lumo_energy_ev": 0.465}